# C6H6S3Sb2Se4Tc

A molecular structure, C6H6S3Sb2Se4Tc (ωB97M-V with the def2-TZVPD basis set, the OMol25 dataset).

Its spin multiplicity is 2. Its HOMO energy (spin up / spin down) is -0.5477 / -0.5460 Eh. As for the strongest force on any atom: 0.6 eV/Å. As for the total charge: +2. For the HOMO-LUMO gap (spin up / spin down), the calculation gives 6.02 / 5.51 eV. Its electronic energy is -315469.283 eV. Its relative energy (zero: lowest compared OMol25 entry of this formula, charge and spin) is 0.0 kcal per mole.

The geometry in XYZ format:
```
22
Properties=species:S:1:pos:R:3:nbo_charge:R:1
Tc -0.2084 -0.1773 -0.1843 -0.213
C -0.5142 -2.5186 -0.4288 -0.169
C 0.8499 -2.1887 -0.5559 -0.161
C 1.5337 -1.5286 0.4975 -0.202
C 0.8409 -1.1693 1.6684 -0.138
C -0.5334 -1.4260 1.7693 -0.199
C -1.2027 -2.1030 0.7192 -0.129
H -1.0303 -3.0448 -1.2200 0.289
H 1.3862 -2.4478 -1.4593 0.285
H 2.5776 -1.2683 0.3867 0.287
H 1.3592 -0.6512 2.4654 0.278
H -1.0897 -1.0788 2.6288 0.287
H -2.2681 -2.2741 0.7951 0.287
S -0.4582 3.6003 -0.3107 -0.351
Sb -2.6213 2.7253 0.7799 1.148
S -2.4013 0.4966 -0.0997 -0.308
S -0.9471 2.3385 2.5166 -0.321
Se -0.3122 3.7509 -4.3900 0.116
Sb 1.0035 2.8952 -2.4819 0.923
Se 0.5245 0.4097 -2.3286 0.011
Se 0.5167 1.9491 0.8625 0.555
Se 2.9947 3.7108 -1.6301 -0.276
```